44
Properties=species:S:1:pos:R:3:forces:R:3 method="wB97M-V/def2-TZVPD" homo_energy_ev=-8.114 max_force_ha_per_bohr=0.12437 e_above_lowest_kcal_mol=111.6 multiplicity=1
O 4.652868 -0.964752 -3.426783 -0.1402 2.1326 -0.0310
O 3.679296 -0.039183 -5.455814 0.1756 1.4745 1.1109
N 0.833612 0.269136 0.381761 -0.6240 -0.0796 -2.6729
O -1.080496 0.456630 -0.900204 -1.9625 -1.2560 2.3807
C -0.479347 0.163797 0.303682 1.6313 0.9677 1.7543
C -2.967182 -3.457697 4.651908 2.1770 0.7306 0.6031
C -2.562351 -3.585217 3.324650 -0.5787 6.0278 2.0568
C -2.818831 -2.200802 5.320559 -1.5187 0.6601 -1.0573
C -0.055014 0.440793 -3.199711 -1.3378 0.8378 2.3507
C -2.288816 -2.371922 2.569155 -0.6188 -5.9388 -0.1849
C -2.524028 -1.051801 4.563406 -0.4780 -1.4588 0.1221
C 1.151044 0.520420 -3.828372 2.7877 -0.7895 4.3276
C 2.386836 0.319137 -1.668248 -2.4873 0.3684 -2.1285
C 1.130600 0.380215 -0.972248 1.1096 0.3003 -2.8044
C -0.070447 0.477958 -1.753175 3.7840 -0.2626 -2.4930
C -2.312858 -1.211499 3.170168 -0.2168 3.7701 1.5556
C 2.411668 0.398549 -3.108745 -1.8573 0.1275 1.2874
N -0.997013 -0.275465 1.460380 0.2226 -1.5198 0.0042
C -1.899106 1.295481 2.911292 -1.0078 1.0703 0.1778
C -3.409264 0.179018 1.379552 -0.4393 -0.3795 1.1210
C 4.433545 2.748478 -4.809515 -2.8082 1.3825 1.2503
C -2.166868 -0.027271 2.240095 -0.4423 1.8820 0.1524
C 4.773312 1.836508 -3.687349 1.3106 -1.9285 -0.5067
S 3.981055 0.191730 -4.042490 -1.1033 -2.3989 0.9382
H -3.022650 -4.309518 5.323552 -0.6045 -0.2083 -0.4210
H -2.497865 -4.456163 2.883697 0.2075 -4.4096 -2.1934
H -3.240804 -2.080971 6.340559 0.8800 -0.1935 -0.5922
H -0.975769 0.433070 -3.790415 0.2530 0.0628 0.3818
H -2.110283 -2.500237 1.501825 0.0813 0.2699 0.2816
H -2.544720 -0.072152 5.029128 0.1002 -0.1210 -0.1315
H 1.261720 0.561479 -4.813808 -0.0211 0.0651 -4.1621
H 3.244231 0.144421 -1.116628 1.7289 -0.2708 0.9193
H -0.207287 -0.499582 2.096314 -0.6673 0.2548 -0.9949
H -2.885282 1.636577 3.289478 0.8311 0.3101 0.2496
H -1.536724 1.993590 2.139636 -0.4267 -0.0808 0.2301
H -1.125382 1.295482 3.663739 0.0673 -0.2322 0.4996
H -4.335528 -0.023384 1.900472 -0.0709 0.1683 0.7594
H -3.401467 -0.596148 0.701370 -0.0114 -1.5512 -2.1315
H -3.553251 1.119820 0.892826 0.5246 0.6845 -0.3126
H 4.596573 2.327318 -5.750771 0.4496 -0.4827 -1.4728
H 4.960988 3.664125 -4.641808 0.4261 0.6562 -0.3011
H 3.299556 3.031013 -4.737719 1.9213 -0.5613 -0.2280
H 4.402935 2.237767 -2.762490 -0.2524 -0.3492 0.5709
H 5.868793 1.601252 -3.572910 -0.9937 0.2686 -0.2658